Here is 9 unconnected molecules or ions with the total composition C14H46O9 in a non-equilibrium geometry from the OMol25 dataset. Energies are from the ωB97M-V functional and the def2-TZVPD basis.

Summary:
* ΔE to the lowest compared entry with this formula, charge and spin: 204.1 kJ/mol
* DFT total energy: -1238.03558 Ha
* HOMO energy: -9.02 eV
* SMILES: CCO.CCO.CCO.CCO.CCO.CCO.CCO.O.O
* spin multiplicity: 1

Cartesian coordinates (Å):
C (18.61690, -9.30421, -8.24731)
C (17.65135, -8.30169, -8.81420)
O (17.98908, -7.97881, -10.16930)
H (19.61616, -8.86441, -8.20338)
H (18.68318, -10.21274, -8.84072)
H (18.29284, -9.45628, -7.21488)
H (17.57648, -7.35207, -8.27111)
H (16.60756, -8.64765, -8.80616)
H (17.14982, -7.68874, -10.54930)
C (14.75857, -11.87508, -3.99284)
C (15.41219, -11.46583, -5.32520)
O (16.82263, -11.54724, -5.27305)
H (13.69394, -11.64532, -4.10222)
H (15.06752, -11.26497, -3.14368)
H (14.94099, -12.93297, -3.82123)
H (15.11892, -10.43119, -5.53788)
H (14.90570, -12.05974, -6.08664)
H (17.14394, -10.70396, -4.94739)
C (15.42864, -4.86176, -13.69664)
C (16.56258, -5.14423, -12.69283)
O (16.84432, -6.52746, -12.62874)
H (15.73018, -5.22835, -14.67705)
H (15.11464, -3.82084, -13.76884)
H (14.55366, -5.43861, -13.38200)
H (16.38862, -4.82541, -11.66220)
H (17.46779, -4.70200, -13.11091)
H (16.10097, -7.08838, -12.31713)
C (20.94437, -8.94131, -5.00784)
C (19.89906, -8.20348, -4.15537)
O (20.55426, -7.47130, -3.14263)
H (20.61133, -9.22226, -6.01238)
H (21.27678, -9.89939, -4.60073)
H (21.82568, -8.33111, -5.21146)
H (19.22541, -8.93181, -3.69887)
H (19.38258, -7.51865, -4.82440)
H (21.36165, -7.87025, -2.81951)
C (15.74230, -10.15955, -12.47948)
C (14.75832, -9.03118, -12.78280)
O (14.82111, -8.06134, -11.71843)
H (16.77916, -10.07286, -12.79117)
H (15.34948, -11.15477, -12.69658)
H (15.76391, -10.19568, -11.38229)
H (13.73777, -9.41223, -12.74816)
H (15.00858, -8.57810, -13.74205)
H (13.95575, -7.83233, -11.37638)
C (20.56036, -9.50807, -11.97428)
C (20.21182, -8.59709, -13.14436)
O (19.88519, -7.30204, -12.67464)
H (19.88292, -9.70575, -11.14734)
H (21.42996, -9.01840, -11.50680)
H (21.01339, -10.47138, -12.23464)
H (19.28435, -9.07087, -13.50507)
H (20.93340, -8.61831, -13.95256)
H (19.43511, -7.37808, -11.82310)
C (13.64106, -9.64261, -8.27861)
C (12.23142, -9.84994, -8.74137)
O (11.47840, -8.65693, -8.52354)
H (13.73540, -9.37732, -7.22608)
H (14.15587, -8.88860, -8.88018)
H (14.27090, -10.52021, -8.44718)
H (11.73757, -10.74683, -8.34182)
H (12.17967, -10.13164, -9.80467)
H (10.68760, -8.72726, -9.06663)
O (15.95161, -5.31561, -9.04296)
H (16.01129, -5.78397, -8.19108)
H (16.59430, -4.60117, -8.97815)
O (15.40738, -6.75569, -6.66464)
H (15.38521, -6.27441, -5.82894)
H (14.51312, -7.10565, -6.76940)

Forces on the atoms, in the same order (eV/Å):
C 0.069 0.878 0.427
C -0.642 0.609 -0.838
O -0.302 -0.320 0.177
H 0.011 -0.008 -0.075
H -0.274 -0.131 0.173
H 0.170 -0.581 -0.052
H 0.543 -0.256 0.397
H 0.196 -0.457 0.101
H 0.372 0.310 -0.430
C -0.176 0.561 -0.649
C -0.871 0.887 1.371
O -0.036 -0.507 -0.578
H -0.111 -0.488 0.065
H 0.419 -0.137 -0.035
H -0.158 0.006 0.264
H 0.017 0.014 -0.078
H 0.891 -0.306 -0.377
H 0.051 -0.008 0.024
C -0.144 -0.471 0.742
C -0.232 -0.408 -0.508
O 0.284 -0.983 -0.278
H 0.025 0.073 -0.033
H 0.235 0.096 0.067
H -0.086 0.045 -0.101
H -0.242 0.602 -0.228
H 0.119 0.150 0.419
H 0.123 1.189 -0.093
C 0.035 -0.567 -0.727
C 1.637 -0.965 -0.552
O -0.620 1.076 0.390
H -0.466 0.174 0.142
H 0.022 0.194 0.444
H -0.042 0.216 0.331
H -0.318 0.104 -0.151
H -0.270 0.222 0.388
H 0.018 -0.471 -0.266
C -0.500 -0.451 1.559
C 0.059 -0.560 0.357
O 0.512 0.016 -0.004
H -0.139 0.326 -0.390
H 0.036 0.144 -0.660
H 0.261 0.061 -0.013
H 0.051 -0.171 -0.559
H -0.338 0.286 0.041
H -0.122 0.026 -0.191
C 2.907 0.046 0.544
C -2.667 -1.353 1.402
O 0.888 0.260 -0.492
H -0.748 0.446 -0.500
H -0.120 0.001 0.291
H -0.419 -0.042 -0.507
H 0.021 0.331 -0.760
H 0.303 0.445 0.197
H -0.183 -0.136 -0.127
C 0.870 -0.143 -0.336
C -0.627 -0.559 -0.824
O 0.075 -0.301 -0.024
H -0.248 0.005 0.032
H -0.295 0.296 0.098
H -0.297 -0.247 0.162
H 0.136 0.320 0.878
H 0.518 0.486 -0.160
H -0.073 0.157 0.143
O 0.147 -0.029 0.178
H -0.224 0.145 -0.224
H -0.025 -0.070 -0.096
O -0.118 -0.133 0.306
H 0.028 -0.018 -0.087
H 0.088 0.070 -0.110

Atomic partial charges in e from the Löwdin method, atoms 1 to 6: -0.07, -0.31, -0.09, 0.07, 0.08, 0.06

***

Here is 9 unconnected molecules or ions with the total composition C14H47ClN3O12 in a non-equilibrium geometry from the OMol25 dataset. Energies are from the ωB97M-V functional and the def2-TZVPD basis.

Summary:
* ΔE to the lowest compared entry with this formula, charge and spin: 290.3 kJ/mol
* DFT total energy: -2088.59576 Ha
* HOMO energy: -6.05 eV
* charge: -1
* spin multiplicity: 1

Cartesian coordinates (Å):
Cl (-0.50516, 0.12383, 1.01250)
O (0.59237, 0.52801, 1.82418)
O (-1.17730, 1.36281, 0.64909)
O (0.01494, -0.69083, -0.04155)
O (-1.28227, -0.64160, 1.89181)
O (1.16907, 2.67265, 6.10026)
H (1.33312, 1.93239, 5.51603)
H (1.17689, 2.29169, 6.97835)
O (-0.80228, -4.78576, 2.72384)
H (-1.38384, -4.18917, 2.25258)
H (0.04592, -4.68530, 2.29173)
O (-2.74497, 3.89092, 3.73097)
H (-3.63224, 3.67675, 4.01928)
H (-2.64827, 3.43637, 2.89415)
O (2.69102, 2.49955, -1.89295)
H (1.92299, 3.04663, -1.72844)
H (2.54620, 1.71659, -1.36168)
C (10.45088, 0.52039, 4.83480)
C (10.08435, 0.04240, 3.42176)
C (8.87629, 0.80726, 2.75959)
O (7.68139, 0.61920, 3.46602)
C (6.57219, 1.13577, 2.68713)
N (11.27497, 0.23653, 2.68674)
H (10.36802, 1.60720, 4.82575)
H (11.37990, 0.03818, 5.13896)
H (9.70866, 0.10834, 5.51848)
H (9.71830, -0.97492, 3.56017)
H (8.70291, 0.48051, 1.73428)
H (9.05863, 1.88184, 2.77107)
H (6.74998, 0.90435, 1.63693)
H (6.57428, 2.18643, 2.97736)
H (5.66702, 0.66089, 3.06563)
H (11.27748, -0.22895, 1.79041)
H (11.37213, 1.23269, 2.55136)
C (-1.14861, 1.56531, -4.79936)
C (-0.61983, 0.26025, -5.44440)
C (-0.86017, 0.22238, -7.02669)
O (-2.23658, 0.25276, -7.40451)
C (-2.97806, -0.93528, -7.09331)
N (0.77923, 0.11785, -5.18573)
H (-0.85028, 1.75415, -3.76813)
H (-2.22581, 1.45727, -4.67256)
H (-1.06175, 2.51895, -5.32003)
H (-1.14601, -0.59218, -5.01473)
H (-0.23334, -0.53734, -7.49360)
H (-0.45286, 1.17745, -7.35845)
H (-3.96161, -0.97699, -7.56128)
H (-3.16116, -1.01333, -6.02164)
H (-2.48093, -1.88077, -7.31016)
H (1.06995, 0.72200, -4.43035)
H (1.39439, 0.53038, -5.87239)
C (-7.47038, 0.08641, -5.04979)
C (-7.84573, 0.28263, -3.51583)
C (-6.61319, 0.05654, -2.54200)
O (-6.27609, -1.32894, -2.59932)
C (-5.20235, -1.81321, -1.75702)
N (-8.32393, 1.69293, -3.48548)
H (-7.22694, -0.93452, -5.34395)
H (-6.53775, 0.60225, -5.27834)
H (-8.18981, 0.58146, -5.70206)
H (-8.69250, -0.33586, -3.21826)
H (-6.81208, 0.42657, -1.53621)
H (-5.71242, 0.56505, -2.88568)
H (-4.33217, -1.19222, -1.96977)
H (-4.90235, -2.85651, -1.85524)
H (-5.55949, -1.60682, -0.74808)
H (-7.57373, 2.33150, -3.70801)
H (-8.82379, 1.76866, -4.35984)
C (-2.24101, -2.48719, 8.09292)
C (-1.87387, -2.98314, 6.63226)
O (-0.73504, -3.80371, 6.84581)
H (-2.58671, -3.33801, 8.68003)
H (-3.00048, -1.71665, 7.96035)
H (-1.40425, -2.08864, 8.66658)
H (-1.74214, -2.15675, 5.93380)
H (-2.59021, -3.69168, 6.21642)
H (-0.39172, -4.14663, 6.01747)

Forces on the atoms, in the same order (eV/Å):
Cl 2.055 1.965 2.000
O 2.272 0.890 0.389
O -0.531 -0.979 -1.402
O -0.735 0.110 -1.596
O -3.066 -1.992 0.581
O 0.065 0.269 0.109
H -0.049 -0.185 -0.333
H -0.024 -0.082 0.194
O -0.060 -0.350 0.270
H -0.122 0.330 -0.102
H 0.201 0.125 -0.105
O -0.002 0.297 0.175
H -0.169 -0.080 0.076
H 0.215 -0.260 -0.282
O 0.265 0.113 -0.342
H -0.219 0.087 0.133
H -0.131 -0.268 0.247
C -1.709 -0.689 -0.100
C -1.815 0.681 1.044
C 0.381 -0.269 1.214
O -0.615 -0.872 -0.259
C 0.916 -0.303 1.698
N 1.030 -0.574 -1.199
H 0.657 0.061 0.514
H 0.244 0.693 -0.213
H -0.250 0.429 0.210
H 0.580 -0.399 -0.634
H 0.508 -0.146 -0.309
H 0.564 0.408 -0.320
H -0.329 0.355 -0.079
H -0.502 0.324 -0.881
H 0.046 0.031 -0.193
H -0.049 0.159 -0.231
H 0.327 0.109 -0.263
C -1.698 -0.360 0.138
C -0.575 1.136 -1.203
C -0.154 1.203 1.860
O 0.048 -1.102 -0.215
C 0.267 -0.065 0.864
N 1.813 -0.077 0.215
H 0.621 -0.439 -0.007
H -0.340 -0.011 -0.164
H 0.584 -0.248 -0.532
H -0.027 0.017 0.206
H -0.418 -0.587 -0.011
H -0.092 0.114 -0.272
H 0.230 0.580 -0.355
H -0.084 0.283 0.262
H 0.484 0.112 -0.540
H -0.378 -0.321 0.852
H -0.276 -0.235 -1.036
C 0.868 -0.643 1.124
C 1.526 0.986 -1.307
C -0.090 -0.782 -1.048
O -0.476 -1.347 -0.374
C -0.736 2.178 0.159
N -0.136 -0.167 0.455
H -0.560 -0.183 -0.022
H 0.198 0.338 0.385
H -0.355 -0.557 0.023
H 0.235 -0.189 0.018
H -0.329 -0.203 0.223
H -0.091 0.685 -0.293
H 0.311 -0.031 0.234
H -0.756 0.037 -0.556
H 0.522 -0.276 0.386
H 0.705 0.020 0.449
H -0.785 0.144 0.149
C -0.239 -0.443 -1.677
C 0.145 -0.580 1.873
O 1.007 0.169 0.013
H -0.357 0.075 -0.123
H -0.181 -0.071 0.474
H 0.244 0.167 -0.563
H 0.344 0.056 0.056
H -0.851 0.567 0.107
H -0.113 0.063 -0.237

Atomic partial charges in e from the Löwdin method, atoms 1 to 6: 0.56, -0.41, -0.39, -0.38, -0.38, -0.05

***

Here is 9 unconnected molecules or ions with the total composition C14H48N2O9 in a non-equilibrium geometry from the OMol25 dataset. Energies are from the ωB97M-V functional and the def2-TZVPD basis.

Summary:
* DFT total energy: -1348.40520 Ha
* HOMO energy (alpha / beta): -11.41 / -11.41 eV
* <S²>: 0.755
* charge: +1
* spin multiplicity: 2

Cartesian coordinates (Å):
O (-1.08372, 19.51341, -14.81959)
H (-0.52609, 18.87877, -14.36958)
H (-1.96270, 19.34311, -14.48105)
O (-3.57366, 17.85414, -14.48366)
H (-3.66724, 18.30280, -15.32400)
H (-4.10703, 18.36747, -13.87683)
O (-0.96503, 16.96704, -13.79814)
H (-1.88044, 16.83064, -14.04236)
H (-0.67447, 16.11565, -13.47113)
O (0.73309, 16.01222, -15.81807)
H (0.04695, 16.32172, -15.22676)
H (1.48409, 16.57503, -15.62970)
C (4.48311, 16.76502, -12.82878)
C (3.09589, 16.53381, -13.30709)
C (2.09393, 17.27807, -12.38203)
O (2.06695, 16.61334, -11.15722)
C (1.57790, 17.33021, -10.00056)
N (3.06647, 17.25292, -14.58158)
H (4.49115, 16.38100, -11.80870)
H (4.71760, 17.82653, -12.74926)
H (5.24499, 16.20074, -13.36658)
H (2.86745, 15.48095, -13.47263)
H (1.07279, 17.33209, -12.75948)
H (2.47447, 18.29204, -12.25902)
H (2.07536, 18.27597, -10.21540)
H (2.05235, 16.86476, -9.13664)
H (0.49838, 17.36387, -9.85359)
H (3.58362, 16.83544, -15.34209)
H (3.51597, 18.15641, -14.53968)
C (-5.16187, 17.70442, -17.13126)
C (-4.71723, 19.09867, -17.45854)
C (-5.95454, 20.09700, -17.15867)
O (-6.99442, 19.82139, -18.07669)
C (-8.00173, 20.88893, -18.26176)
N (-3.54974, 19.47607, -16.67265)
H (-5.71526, 17.73287, -16.19262)
H (-4.45646, 16.87597, -17.06678)
H (-5.82128, 17.26305, -17.87857)
H (-4.48432, 19.06406, -18.52281)
H (-5.69629, 21.13275, -17.37918)
H (-6.24794, 20.09816, -16.10890)
H (-7.43500, 21.61440, -18.84539)
H (-8.53719, 21.32140, -17.41657)
H (-8.72341, 20.60090, -19.02617)
H (-2.88769, 18.79256, -17.01119)
H (-3.25716, 20.42962, -16.83154)
C (-1.41660, 23.23524, -14.55451)
C (-1.04394, 22.85878, -13.14518)
O (-0.49021, 23.96357, -12.50127)
H (-0.52604, 23.35877, -15.17074)
H (-1.97994, 24.16064, -14.67449)
H (-1.90965, 22.38221, -15.02071)
H (-0.31940, 22.05480, -13.01566)
H (-1.92789, 22.45846, -12.64871)
H (0.20774, 24.20327, -13.11527)
C (1.62760, 21.18849, -18.34620)
C (0.92369, 20.01021, -17.55018)
O (-0.47542, 20.13318, -17.37880)
H (2.69600, 21.02899, -18.49176)
H (1.59311, 22.16960, -17.87256)
H (1.27540, 21.46961, -19.33869)
H (1.38775, 20.15615, -16.57476)
H (1.28438, 19.01994, -17.82834)
H (-0.72059, 19.87130, -16.48835)
C (-6.12113, 21.27131, -13.62616)
C (-5.59762, 19.98003, -13.13720)
O (-4.18885, 20.09475, -12.93122)
H (-7.19355, 21.21707, -13.81347)
H (-5.61595, 21.51430, -14.56096)
H (-6.01098, 22.07841, -12.90190)
H (-5.79622, 19.14830, -13.81313)
H (-6.04652, 19.70260, -12.18346)
H (-3.99965, 20.66585, -12.18313)

Forces on the atoms, in the same order (eV/Å):
O 0.647 0.595 -0.098
H -0.089 -0.252 0.124
H -0.690 -0.195 0.120
O 0.549 -1.330 0.911
H -0.083 0.780 -0.621
H 0.206 0.119 0.337
O 0.979 -0.357 0.143
H -1.196 0.490 -0.231
H -0.038 -0.364 0.421
O 0.623 -0.598 -0.318
H -0.660 0.460 0.249
H -0.049 0.316 -0.262
C 1.670 -0.013 0.723
C -2.617 0.541 -0.917
C -0.283 -0.459 1.109
O -0.111 -1.407 -0.045
C 1.629 0.323 -0.870
N 2.161 -0.719 0.656
H -0.209 -0.090 0.307
H 0.202 0.014 -0.099
H -0.075 0.240 -0.216
H -0.148 0.144 0.040
H 0.108 -0.030 -0.640
H 0.024 0.463 -0.002
H -0.729 0.772 1.098
H -0.131 0.001 -0.104
H 0.028 0.044 -0.516
H -0.483 -1.020 -0.818
H -0.791 1.248 0.354
C -1.085 -1.222 0.414
C -1.897 1.038 -0.235
C 1.042 0.074 -1.673
O -1.823 -0.233 0.619
C 1.792 -0.454 -1.458
N -0.780 -0.734 0.040
H -0.031 -0.305 0.115
H 0.882 0.527 0.258
H -0.416 0.674 -0.151
H -0.179 0.751 -0.254
H 0.796 0.305 0.166
H -0.164 -0.594 0.140
H -0.052 0.881 0.554
H 0.488 -0.361 0.390
H -0.087 -0.852 0.429
H 1.047 0.609 0.043
H 0.324 -0.108 -0.268
C 0.560 -1.015 -0.977
C -0.512 -0.495 -0.025
O 0.115 0.713 0.694
H 0.305 0.138 0.004
H -0.255 -0.218 0.475
H -0.391 0.136 -0.117
H 0.057 -0.471 -0.848
H -0.161 0.591 0.480
H 0.272 0.563 0.280
C -0.443 -0.045 -0.355
C 0.951 1.890 0.655
O 0.554 0.139 -1.590
H 0.066 -0.555 0.191
H -0.356 -0.247 0.789
H -0.492 -0.798 -0.183
H 0.096 -0.094 0.601
H -0.414 -0.130 -0.806
H 0.031 -0.134 0.588
C -0.874 0.631 -0.642
C 0.199 -0.026 1.338
O 0.519 -0.548 -0.352
H -0.097 -0.093 -0.168
H -0.034 0.303 0.078
H 0.323 -0.026 0.019
H 0.167 0.120 -0.224
H -0.264 -0.085 0.063
H -0.219 0.045 0.065

Atomic partial charges in e from the Löwdin method, atoms 1 to 6: -0.04, 0.02, 0.02, -0.06, -0.03, 0.00